Entry 1:
{
  "formula": "C4H16INO6P2S2",
  "method": "ωB97M-V with the def2-TZVPD basis set",
  "elements": ["N", "P", "O", "P", "O", "O", "O", "I", "H", "H", "H", "H", "C", "S", "O", "C", "H", "H", "H", "H", "H", "H", "C", "S", "O", "C", "H", "H", "H", "H", "H", "H"],
  "xyz": [[3.0356, -0.9920, -1.7803], [1.6369, -1.2680, -2.3969], [1.0398, 0.1779, -3.0126], [-0.5730, 0.2399, -2.9402], [-1.0467, 0.1845, -1.5706], [-1.0665, 1.5285, -3.7012], [-1.1037, -0.9688, -3.8588], [-2.2554, -2.2634, -2.8340], [3.7205, -1.5683, -2.2631], [0.6675, -1.7391, -1.5005], [1.7070, -2.1955, -3.4589], [-1.0007, 2.2845, -3.0890], [3.1941, -0.8631, 1.7791], [4.2332, -2.3186, 1.9383], [3.3524, -3.5090, 1.8067], [4.5947, -2.1111, 3.6890], [2.8288, -0.8245, 0.7539], [2.3534, -0.9338, 2.4708], [3.7848, 0.0292, 1.9886], [3.6659, -2.1031, 4.2599], [5.1405, -1.1794, 3.8394], [5.2117, -2.9486, 4.0088], [-4.1800, 2.8190, -0.6708], [-3.7962, 1.4406, 0.4207], [-4.7778, 0.3640, 0.1313], [-4.3267, 2.2491, 1.9385], [-3.9624, 2.5101, -1.6917], [-5.2355, 3.0779, -0.5839], [-3.5572, 3.6747, -0.4077], [-5.3742, 2.5411, 1.8571], [-3.7025, 3.1240, 2.1219], [-4.2085, 1.5411, 2.7562]],
  "atomic_forces_ev_per_a": [[-0.3, -0.5, -0.1], [2.0, 0.5, 0.0], [-1.1, -1.3, -0.2], [-0.5, -0.2, -0.2], [-0.2, 0.1, 1.0], [0.6, 0.4, -0.2], [0.3, 0.4, 0.6], [-0.1, -0.1, -0.4], [0.2, 0.3, 0.2], [-0.3, 0.4, -0.3], [-0.6, 0.3, 0.0], [-0.1, -0.2, -0.4], [-0.2, 0.1, 0.1], [0.1, 0.1, -0.2], [0.0, 0.0, 0.1], [0.0, 0.0, 0.1], [0.1, -0.1, 0.0], [0.0, -0.1, 0.0], [0.0, 0.0, 0.0], [0.0, 0.0, -0.1], [0.0, 0.0, 0.0], [0.0, 0.0, -0.1], [-0.1, 0.1, 0.0], [0.2, -0.1, 0.0], [-0.1, 0.1, 0.0], [-0.1, 0.1, 0.0], [0.0, -0.1, 0.0], [0.0, 0.0, 0.0], [0.0, 0.0, 0.0], [0.0, 0.0, 0.0], [0.0, 0.0, 0.0], [0.0, -0.1, -0.1]],
  "nbo_charge": [-1.295, 1.553, -1.034, 2.526, -1.116, -0.966, -1.008, 0.536, 0.383, -0.037, -0.060, 0.519, -0.841, 1.255, -0.988, -0.833, 0.268, 0.223, 0.224, 0.228, 0.225, 0.237, -0.835, 1.273, -0.983, -0.835, 0.237, 0.230, 0.223, 0.228, 0.224, 0.241],
  "total_energy_ev": -66531.288,
  "lumo_energy_ev": -1.55,
  "homo_energy_ev": -8.628,
  "total_charge": 0
}

Entry 2:
{
  "formula": "C4H16LiO8S",
  "method": "ωB97M-V with the def2-TZVPD basis set",
  "elements": ["Li", "S", "O", "O", "O", "O", "C", "O", "H", "H", "H", "H", "C", "O", "H", "H", "H", "H", "C", "O", "H", "H", "H", "H", "C", "O", "H", "H", "H", "H"],
  "xyz": [[0.3982, 0.2508, -0.0356], [-1.3024, 2.6748, 1.1520], [-0.2094, 3.6033, 1.0803], [-2.3124, 2.9833, 0.2546], [-0.7574, 1.3899, 0.7478], [-1.9731, 2.5874, 2.4562], [3.0897, -0.0190, 1.0095], [2.1073, -1.0134, 0.6561], [3.9574, -0.4796, 1.5456], [2.6004, 0.8238, 1.5244], [3.5801, 0.3438, 0.1264], [2.0900, -1.7116, 1.2872], [-0.2329, -2.5648, -1.7730], [-0.4257, -1.5319, -0.8212], [-0.6128, -2.3266, -2.7454], [-0.6914, -3.7273, -1.6779], [0.7475, -2.6206, -2.0400], [-1.3433, -1.5494, -0.4838], [0.2561, 0.9297, -3.0675], [1.1506, 1.2608, -1.9161], [0.8897, 0.2452, -3.6778], [0.1939, 1.8102, -3.6898], [-0.7145, 0.5470, -2.7509], [1.2953, 2.2258, -1.8693], [-2.1071, -0.8606, 2.7603], [-1.9914, -0.8916, 1.3349], [-1.0692, -0.5453, 3.1026], [-2.5263, -1.8105, 3.1125], [-2.8476, -0.0046, 3.1456], [-1.2393, -0.0185, 1.2524]],
  "atomic_forces_ev_per_a": [[0.0, 0.2, -0.4], [-1.2, 2.6, 4.0], [2.2, 1.4, 0.4], [-4.1, 1.5, -5.0], [2.8, -6.0, -0.7], [1.3, -0.7, 1.3], [0.5, -0.7, 0.7], [0.3, 1.4, -1.0], [-1.0, 0.4, 0.2], [0.4, -0.4, 0.1], [-0.3, 0.3, -0.8], [-0.1, -0.6, 0.8], [-3.1, -2.1, -0.3], [-0.5, -1.1, -0.3], [-1.1, 0.7, -0.6], [1.2, 3.2, 0.9], [3.2, -0.5, 0.2], [0.3, 0.1, 0.3], [2.5, 0.3, 0.4], [-0.9, -0.1, -0.6], [-0.9, -0.1, 0.5], [-0.6, 0.3, 0.0], [0.3, 0.0, 0.0], [-0.6, -0.7, 0.1], [-0.6, 2.2, 0.2], [2.4, 2.4, 0.4], [-1.4, -0.9, 0.6], [0.6, 0.0, 0.2], [1.6, -1.6, -1.0], [-3.2, -1.5, -0.6]],
  "nbo_charge": [0.905, 2.664, -1.099, -1.104, -1.204, -1.100, -0.271, -0.753, 0.168, 0.206, 0.184, 0.483, -0.239, -0.764, 0.155, 0.152, 0.176, 0.528, -0.252, -0.782, 0.166, 0.179, 0.207, 0.498, -0.260, -0.850, 0.162, 0.149, 0.192, 0.506],
  "e_above_lowest_ev": 0.000,
  "total_energy_ev": -31827.569,
  "lumo_energy_ev": 2.16,
  "homo_energy_ev": -3.168,
  "total_charge": -1
}

Entry 3:
{
  "formula": "C4H16N2O",
  "method": "ωB97M-V with the def2-TZVPD basis set",
  "elements": ["C", "C", "C", "C", "N", "N", "H", "H", "H", "H", "H", "H", "H", "H", "H", "H", "H", "H", "H", "H", "H", "H", "O"],
  "xyz": [[-0.1855, 0.4431, -2.5060], [-0.8828, 0.3514, -1.1859], [-0.2733, -0.7295, -0.2944], [1.1580, -0.3099, 0.1798], [1.3800, -0.5877, 1.6550], [-2.2979, -0.2287, -1.5925], [0.7721, 0.9920, -2.5433], [-0.0991, -0.4672, -3.0902], [-0.5487, 1.2943, -3.1154], [-1.1366, 1.2013, -0.5610], [-0.1342, -1.6688, -0.8313], [-0.8648, -0.9111, 0.5974], [1.9064, -0.8076, -0.4081], [1.2228, 0.7690, 0.0999], [0.5759, -0.6256, 2.2832], [1.9546, -1.4288, 1.7481], [1.9159, 0.2001, 2.0329], [-2.6107, 0.1946, -2.4688], [-2.9665, -0.0098, -0.8481], [-2.2621, -1.2451, -1.6846], [1.0281, 0.6554, 4.7345], [1.2039, 1.9394, 3.9676], [1.1447, 0.9791, 3.8311]],
  "atomic_forces_ev_per_a": [[1.2, 3.1, -1.1], [-1.0, -2.4, -0.3], [1.4, -0.1, 0.5], [-1.9, 0.5, 0.4], [1.1, 0.0, -0.8], [0.4, 0.6, 1.0], [0.5, -1.1, 1.1], [-0.2, -0.1, 0.2], [-1.2, -0.8, -0.1], [0.4, 0.6, -0.6], [-0.4, 0.0, -0.1], [-0.4, -0.1, 0.0], [0.5, 0.0, 0.0], [0.4, 0.1, -0.2], [-0.2, -0.1, -0.2], [-0.2, 0.0, 0.4], [0.1, -0.2, 0.4], [-0.1, -0.1, 0.0], [-0.2, -0.1, -0.3], [0.0, 0.0, -0.2], [0.1, -0.2, 0.0], [0.0, -0.2, -0.2], [-0.1, 0.5, 0.2]],
  "nbo_charge": [-0.727, -0.018, -0.446, -0.215, -0.682, -0.686, 0.287, 0.258, 0.275, 0.246, 0.241, 0.224, 0.255, 0.226, 0.462, 0.453, 0.480, 0.461, 0.448, 0.445, 0.508, 0.507, -1.005],
  "e_above_lowest_ev": 0.383,
  "total_energy_ev": -9418.928,
  "lumo_energy_ev": -6.42,
  "homo_energy_ev": -18.793,
  "total_charge": 2
}

> What is the formula in the second record?

C4H16LiO8S